1.
Density functional theory data (ωB97M-V with the def2-TZVPD basis set) for 2 unconnected molecules or ions with the total composition C4H13N2S at a distorted geometry.

As for the energy relative to the best compared isomer or geometry (same formula, charge and spin): 21.84 kcal/mol. As for the electronic energy: -18167.546 eV.

```
! wB97M-V def2-TZVPD RIJCOSX def2/J DEFGRID3
* xyz 1 1
H 0.018 2.027 0.556
H -4.110 1.863 0.199
H 1.498 -2.812 0.964
H -2.965 2.270 1.640
H 2.384 1.344 -0.401
C 0.444 -2.352 0.970
H 0.144 -1.960 1.866
H -0.118 -3.190 0.801
C 0.501 -1.279 -0.001
C 1.352 0.918 -0.651
C 0.249 1.955 -0.540
S -3.144 1.327 0.802
H -0.172 -2.539 -1.202
N 0.216 -1.630 -1.242
H 1.218 0.076 1.315
H 0.578 2.961 -0.752
H 1.500 0.512 -1.598
N 0.978 -0.173 0.369
H -0.682 1.728 -1.030
H 0.110 -1.047 -2.066
*
```

=====

2.
Density functional theory data (ωB97M-V with the def2-TZVPD basis set) for 2 unconnected molecules or ions with the total composition H4O2 at a distorted geometry.

As for the energy relative to the best compared isomer or geometry (same formula, charge and spin): 3.88 kcal/mol. As for the electronic energy: -4159.771 eV.

```
! wB97M-V def2-TZVPD RIJCOSX def2/J DEFGRID3
* xyz 0 1
H 0.016 1.302 0.405
O -0.856 0.965 0.511
H -0.938 1.128 1.502
H 0.014 -0.672 -0.631
O 0.710 -1.008 -1.170
H 1.054 -1.715 -0.615
*
```

=====

3.
Density functional theory data (ωB97M-V with the def2-TZVPD basis set) for a molecular structure, CH6N4O2 at a distorted geometry.

As for the energy relative to the best compared isomer or geometry (same formula, charge and spin): 230.78 kcal/mol. As for the electronic energy: -11179.004 eV.

```
! wB97M-V def2-TZVPD RIJCOSX def2/J DEFGRID3
* xyz 0 1
H -1.967 0.994 0.843
N -1.274 -0.897 -0.094
N -2.306 -0.030 -0.203
O 1.393 1.413 -0.350
N 0.947 -1.298 -0.454
N 0.089 0.987 0.194
H -0.567 1.583 -0.399
H -3.319 -1.037 0.385
O 2.187 -1.185 0.272
H 2.586 -0.177 -0.284
H 0.551 -2.248 -0.084
H 1.788 2.277 0.313
C -0.110 -0.383 -0.140
*
```

=====

4.
Density functional theory data (ωB97M-V with the def2-TZVPD basis set) for a molecular structure, C5H13DyO3 at a distorted geometry.

Its expectation value of S² is 12.05. As for the energy relative to the best compared isomer or geometry (same formula, charge and spin): 21.68 kcal/mol. As for the electronic energy: -35612.483 eV.

```
! wB97M-V def2-TZVPD RIJCOSX def2/J DEFGRID3
* xyz 1 7
H -0.394 -0.813 -2.047
C -0.024 1.534 -0.803
H 0.940 -2.688 1.380
H 1.848 -0.221 0.472
C -1.958 -1.620 -0.714
H 1.438 0.479 2.070
O 1.969 1.857 0.612
H 0.721 3.332 0.060
O -0.611 0.331 -0.348
H -2.995 -1.585 -1.086
H -1.885 0.173 -1.950
H -0.816 2.172 -1.230
H 3.136 0.461 1.509
H 0.712 1.313 -1.594
C -1.216 -0.496 -1.383
Dy -1.571 -0.882 1.611
O 0.003 -2.708 1.167
C 2.094 0.579 1.187
C 0.655 2.271 0.336
H -0.134 -2.974 0.096
H 0.027 2.194 1.245
H -1.938 -2.710 -0.590
*
```

=====

5.
Density functional theory data (ωB97M-V with the def2-TZVPD basis set) for a single C4H7NOS molecule at a distorted geometry.

Its expectation value of S² is 2.01. As for the energy relative to the best compared isomer or geometry (same formula, charge and spin): 77.44 kcal/mol. As for the electronic energy: -18627.262 eV.

```
! wB97M-V def2-TZVPD RIJCOSX def2/J DEFGRID3
* xyz 0 3
S -0.358 1.313 0.476
H 0.542 -1.727 -0.243
O 2.819 -0.267 -0.534
C -0.482 -0.507 0.984
H -1.485 -1.083 0.935
H -1.799 2.096 -1.506
H 1.145 -1.908 1.318
H -0.550 0.933 -2.047
C -1.289 1.182 -1.237
C 0.828 -1.222 0.602
H -2.046 0.404 -1.144
C 1.778 -0.177 0.070
H -0.258 -0.334 2.045
N 1.155 1.298 0.280
*
```

=====

6.
Density functional theory data (ωB97M-V with the def2-TZVPD basis set) for a molecular structure, C43H41CrN9O8S.

Its expectation value of S² is 0.76. As for the energy relative to the best compared isomer or geometry (same formula, charge and spin): 0.00 kcal/mol. As for the electronic energy: -114297.608 eV.

```
! wB97M-V def2-TZVPD RIJCOSX def2/J DEFGRID3
* xyz 1 2
H 2.757 -1.927 -0.974
O 2.647 -0.108 -3.668
H -3.607 -6.575 0.138
H -2.867 -0.938 -3.611
O -3.488 6.239 -2.076
C 0.011 1.650 -3.602
H 3.543 -0.305 4.124
C -1.907 -0.025 0.150
H 6.851 0.716 -0.970
C -2.202 0.977 -4.314
O -2.853 -3.190 0.664
N 3.117 0.656 -0.301
C -0.649 1.931 4.522
C -0.593 4.332 -1.247
H -1.444 2.640 4.724
H -3.101 1.171 -4.886
C 3.552 0.378 -1.524
H -1.222 2.775 -4.940
O -2.924 -4.998 2.373
H -5.942 -5.696 -0.397
C 0.117 2.094 3.368
H -5.531 -5.520 1.313
C -0.929 -0.461 -2.846
C -2.646 2.384 -0.877
C -0.070 -4.643 1.518
C -3.836 -5.522 -0.035
N -2.357 5.849 -2.252
C -2.944 3.672 -1.427
N 1.850 1.189 1.840
C -5.285 -5.188 0.306
C -0.780 -1.796 -2.168
O 3.827 1.739 2.927
H -0.197 4.191 3.175
H 2.922 3.223 -0.220
C 5.303 1.036 0.480
H 5.949 1.322 1.299
C 1.710 -3.549 0.020
C 0.522 -2.239 1.298
N 2.194 -4.728 -0.641
C -2.074 -0.199 -3.590
H -1.737 -2.319 -2.138
H -4.664 1.618 -0.897
C -0.294 3.053 -0.766
H -1.602 -0.995 0.502
H -3.958 3.920 -1.709
C -3.631 1.408 -0.650
H 1.857 2.588 -2.936
C 0.457 5.268 -1.281
H 0.659 3.488 1.817
C -1.328 2.075 -0.553
H -3.968 -0.594 0.052
C 3.935 1.000 0.683
H -0.400 -1.707 -1.153
N 0.726 -3.536 0.984
H 2.701 -1.106 2.810
C -1.154 1.878 -4.334
C -0.379 -1.822 2.405
H 5.234 0.145 -2.812
C -3.257 0.200 -0.131
H 2.538 5.576 -0.895
C 0.092 0.499 -2.807
H -1.092 3.254 1.993
H 0.576 -5.463 1.807
C 1.134 1.175 3.093
H -3.584 -5.259 -1.064
H 0.775 3.645 -3.852
H -0.394 -0.739 2.487
N 0.958 2.671 -0.438
H -1.389 -2.206 2.270
H 0.277 6.277 -1.617
C 1.455 0.178 4.036
H 1.705 2.388 -4.665
H 0.935 -0.699 5.910
N 1.198 0.318 -1.906
C 2.601 -0.779 3.846
C 2.045 -2.266 -0.246
H -0.543 -4.265 2.421
C 1.712 4.879 -0.889
C 3.209 1.359 1.954
H -0.070 -2.417 -2.722
C 1.932 3.560 -0.499
N 1.278 -1.444 0.537
O 1.591 -5.771 -0.441
C 4.904 0.380 -1.809
O 3.152 -4.589 -1.366
H 0.005 -2.202 3.354
C -1.112 -5.110 0.488
H -5.467 -4.117 0.234
S -2.740 -4.597 1.003
C -1.968 4.576 -1.607
Cr 1.154 0.677 0.040
C 1.147 2.624 -3.757
N -0.956 0.878 -0.029
O -1.527 6.384 -2.962
C 0.689 0.071 5.188
H -1.084 -6.189 0.355
H 2.471 -1.659 4.478
C -0.379 0.922 5.424
H -0.975 0.816 6.322
C 2.430 0.147 -2.504
C -0.140 3.316 2.528
H -0.949 -4.630 -0.477
C 5.785 0.704 -0.781
*
```